Record 1
Density functional theory data (wB97M-V/def2-TZVPD) for a cluster of 2 separate species, C7H15Cl in total in a non-equilibrium geometry.

Results
E = -735.9062 Ha
SMILES = C1CCCCC1.CCl
Energy above the lowest of the compared OMol25 structures with the same formula, charge and spin = 0.2 kcal per mole

Atoms and positions in Å:
C  -0.344  -1.602  -1.094
C  1.005  -0.970  -1.438
C  1.829  -0.713  -0.175
C  1.054  0.157  0.817
C  -0.296  -0.476  1.162
C  -1.120  -0.733  -0.102
H  -0.168  -2.596  -0.638
H  -0.940  -1.755  -2.014
H  0.828  -0.005  -1.953
H  1.567  -1.623  -2.133
H  2.789  -0.228  -0.437
H  2.061  -1.683  0.305
H  1.650  0.310  1.737
H  0.878  1.150  0.361
H  -0.119  -1.440  1.676
H  -0.857  0.178  1.857
H  -2.080  -1.217  0.161
H  -1.352  0.238  -0.581
C  -1.322  2.594  0.613
Cl  -0.679  2.697  -1.032
H  -1.825  3.537  0.887
H  -0.507  2.409  1.332
H  -2.052  1.771  0.688

Atomic partial charges in e from the Mulliken method, atoms 1 to 6: -0.78, -0.44, -0.78, -0.32, -0.65, -0.32

***

Record 2
Density functional theory data (wB97M-V/def2-TZVPD) for the molecule C11H13F13OSi in a non-equilibrium geometry.

Results
E = -2089.9530 Ha
SMILES = CO[Si](C)(C)CCC(F)(F)C(F)(F)C(F)(F)C(F)(F)C(F)(F)C(F)(F)F

Atoms and positions in Å:
C  -2.610  -0.511  -1.052
O  -2.956  -0.086  0.224
Si  -1.790  0.122  1.451
C  -2.699  0.751  2.988
C  -1.010  -1.495  1.995
C  -0.408  1.419  1.155
C  0.912  1.374  1.925
C  1.960  0.248  1.678
F  3.024  0.557  2.454
F  1.526  -0.896  1.947
C  2.401  0.294  0.089
F  2.067  1.533  -0.380
F  3.727  0.123  0.070
C  1.632  -0.731  -0.736
F  0.332  -0.487  -0.668
F  1.817  -1.916  -0.257
C  2.150  -0.679  -2.253
F  2.854  0.397  -2.500
F  2.926  -1.794  -2.387
C  0.964  -0.841  -3.208
F  1.407  -1.294  -4.374
F  0.186  -1.759  -2.688
C  -0.006  0.397  -3.382
F  0.293  1.093  -4.534
F  0.177  1.196  -2.346
F  -1.241  0.006  -3.461
H  -1.734  0.105  -1.405
H  -3.457  -0.459  -1.738
H  -2.304  -1.597  -1.051
H  -3.365  0.064  3.485
H  -3.389  1.588  2.814
H  -1.989  0.938  3.779
H  -0.359  -1.153  2.794
H  -0.444  -1.857  1.128
H  -1.802  -2.210  2.249
H  -0.838  2.408  1.288
H  -0.180  1.478  0.050
H  1.579  2.291  1.819
H  0.649  1.383  3.035

Atomic partial charges in e from the Mulliken method, atoms 1 to 6: -0.27, -0.59, 0.30, -1.20, -0.74, 0.03

***

Record 3
Density functional theory data (wB97M-V/def2-TZVPD) for a structure of composition C15H30BeFO15 in a non-equilibrium geometry.

Results
E = -1832.4177 Ha
Energy above the lowest of the compared OMol25 structures with the same formula, charge and spin = 0.0 kcal per mole
Net charge = +1

Atoms and positions in Å:
Be  -0.634  1.290  -1.088
F  0.735  -0.728  -1.157
C  1.541  -0.293  2.188
O  0.321  -0.207  2.876
C  -0.726  0.424  2.359
O  -0.736  1.038  1.307
O  -1.741  0.209  3.175
C  -3.047  0.669  2.797
H  1.827  0.581  1.601
H  1.621  -1.128  1.493
H  2.272  -0.411  2.987
H  -3.179  1.747  2.857
H  -3.796  0.152  3.393
H  -3.210  0.289  1.788
C  -4.986  0.185  -0.776
O  -4.532  -1.156  -0.599
C  -3.194  -1.345  -0.477
O  -2.323  -0.501  -0.380
O  -3.005  -2.630  -0.586
C  -1.720  -3.135  -1.018
H  -4.219  0.958  -0.731
H  -5.676  0.333  0.054
H  -5.453  0.302  -1.753
H  -0.935  -2.492  -0.630
H  -1.663  -3.155  -2.104
H  -1.631  -4.117  -0.563
C  1.959  5.148  -0.199
O  2.906  4.106  -0.429
C  2.586  2.830  -0.312
O  1.503  2.333  -0.059
O  3.663  2.161  -0.620
C  3.706  0.739  -0.726
H  1.168  5.005  -0.940
H  2.425  6.119  -0.326
H  1.443  5.028  0.753
H  4.573  0.590  -1.366
H  2.802  0.323  -1.172
H  3.840  0.234  0.230
C  1.117  3.596  -4.717
O  1.963  2.479  -4.889
C  1.776  1.501  -4.028
O  1.122  1.565  -2.996
O  2.306  0.408  -4.569
C  2.300  -0.826  -3.849
H  1.176  4.041  -3.723
H  0.057  3.465  -4.939
H  1.424  4.392  -5.394
H  2.492  -0.676  -2.790
H  3.087  -1.494  -4.191
H  1.332  -1.285  -4.039
C  -1.262  -2.868  5.339
O  -0.291  -3.321  4.425
C  -0.519  -3.192  3.140
O  -1.494  -2.784  2.545
O  0.541  -3.775  2.555
C  0.709  -3.640  1.133
H  -1.352  -1.784  5.421
H  -1.097  -3.264  6.338
H  -2.247  -3.212  5.016
H  1.786  -3.696  0.987
H  0.395  -2.670  0.755
H  0.196  -4.455  0.628

Atomic partial charges in e from the Mulliken method, atoms 1 to 6: 1.24, -0.62, -0.27, -0.34, 0.81, -0.42

***

Record 4
Density functional theory data (wB97M-V/def2-TZVPD) for a structure of composition C4H10N2O in a non-equilibrium geometry.

Results
E = -342.9711 Ha
Energy above the lowest of the compared OMol25 structures with the same formula, charge and spin = 144.6 kcal per mole

Atoms and positions in Å:
C  -0.095  0.679  0.917
C  0.959  0.034  1.754
C  0.365  -1.008  -1.404
C  -0.764  -0.515  -0.524
N  -0.730  2.128  -0.648
O  0.330  1.678  0.144
N  -1.696  -1.257  -0.054
H  -1.076  0.831  1.359
H  -0.235  2.717  -1.325
H  -1.046  0.722  -0.892
H  -1.588  -2.240  -0.322
H  1.860  -0.158  1.173
H  1.223  0.678  2.599
H  0.571  -0.903  2.151
H  1.196  -0.300  -1.418
H  0.726  -1.986  -1.079
H  0.000  -1.099  -2.431

Atomic partial charges in e from the Mulliken method, atoms 1 to 6: 0.12, -1.20, -1.27, 0.42, -0.65, -0.15

***

Record 5
Density functional theory data (wB97M-V/def2-TZVPD) for a structure of composition C30H38AsMnN6OSSi in a non-equilibrium geometry.

Results
<S²> = 8.756
Spin multiplicity = 6
E = -5644.1834 Ha
Energy above the lowest of the compared OMol25 structures with the same formula, charge and spin = 20.8 kcal per mole
Net charge = +1

Atoms and positions in Å:
Mn  -1.459  -0.090  0.533
N  -5.426  -1.645  0.776
C  -5.306  -1.667  2.135
C  -4.001  -1.384  2.410
N  -3.316  -1.182  1.249
C  -4.206  -1.345  0.266
C  -3.821  -1.182  -1.099
N  -2.622  -0.696  -1.406
C  -2.551  -0.673  -2.757
C  -3.718  -1.154  -3.286
N  -4.518  -1.471  -2.228
H  -6.286  -1.772  0.266
H  -6.144  -1.856  2.772
H  -3.519  -1.314  3.364
H  -1.664  -0.327  -3.249
H  -4.048  -1.261  -4.300
H  -5.436  -1.878  -2.292
C  2.482  0.084  2.805
As  0.554  0.454  2.903
C  0.598  0.853  4.856
C  -0.101  -1.407  3.086
H  2.745  -0.679  3.538
H  3.062  0.982  3.025
H  2.747  -0.271  1.814
H  1.021  0.016  5.409
H  -0.392  1.064  5.256
H  1.224  1.727  5.034
H  -0.696  -1.524  3.991
H  0.747  -2.086  3.140
H  -0.719  -1.682  2.212
O  0.443  -0.273  0.144
Si  1.449  -0.508  -1.063
C  3.174  -1.098  -0.530
C  3.268  -2.216  0.295
C  4.496  -2.736  0.659
C  5.657  -2.160  0.168
C  5.578  -1.056  -0.664
C  4.345  -0.527  -1.007
C  0.826  -2.044  -1.998
C  1.542  -2.584  -3.059
C  1.258  -3.853  -3.528
C  0.228  -4.586  -2.964
C  -0.532  -4.039  -1.942
C  -0.215  -2.785  -1.454
C  1.538  1.134  -2.008
C  1.832  2.292  -1.297
C  1.871  3.525  -1.921
C  1.600  3.621  -3.276
C  1.293  2.479  -3.996
C  1.266  1.246  -3.365
H  2.354  -2.678  0.645
H  4.552  -3.602  1.306
H  6.619  -2.573  0.434
H  6.482  -0.615  -1.058
H  4.304  0.334  -1.661
H  2.349  -2.015  -3.499
H  1.861  -4.279  -4.316
H  0.031  -5.591  -3.303
H  -1.344  -4.608  -1.511
H  -0.776  -2.375  -0.607
H  2.033  2.217  -0.237
H  2.120  4.415  -1.359
H  1.631  4.580  -3.774
H  1.070  2.549  -5.050
H  1.034  0.355  -3.931
C  -0.339  5.522  0.927
N  -0.836  4.355  0.241
C  -1.530  3.358  0.791
S  -2.185  2.180  -0.235
N  -1.781  3.364  2.105
C  -2.631  2.393  2.744
H  -0.073  6.270  0.186
H  0.548  5.296  1.525
H  -1.109  5.949  1.572
H  -0.657  4.269  -0.749
H  -1.345  4.065  2.681
H  -2.311  1.366  2.458
H  -3.670  2.529  2.432
H  -2.553  2.502  3.825

Atomic partial charges in e from the Mulliken method, atoms 1 to 6: 0.34, -0.07, -0.85, -0.35, 0.09, 0.06

***

Record 6
Density functional theory data (wB97M-V/def2-TZVPD) for a cluster of 14 separate species, C31H90O25 in total in a non-equilibrium geometry.

Results
E = -3115.8581 Ha
Energy above the lowest of the compared OMol25 structures with the same formula, charge and spin = 0.0 kcal per mole

Atoms and positions in Å:
C  14.468  15.229  16.377
C  15.018  14.602  15.154
C  15.779  15.502  14.179
O  15.894  13.551  15.587
H  13.521  14.818  16.725
H  14.387  16.294  16.160
H  15.201  15.227  17.184
H  14.138  14.166  14.681
H  16.584  15.916  14.786
H  15.256  16.292  13.640
H  16.399  14.967  13.460
H  16.304  13.022  14.899
C  12.972  18.226  18.642
C  12.140  18.049  17.359
C  10.988  17.003  17.454
O  11.534  19.306  17.074
H  13.621  17.363  18.791
H  12.299  18.278  19.498
H  13.587  19.123  18.573
H  12.773  17.758  16.521
H  11.420  16.039  17.722
H  10.446  16.829  16.525
H  10.280  17.249  18.246
H  11.034  19.627  17.828
C  14.838  15.965  10.528
C  14.396  16.766  9.229
C  15.580  17.724  8.723
O  14.204  15.844  8.167
H  15.679  15.290  10.370
H  13.974  15.485  10.987
H  15.239  16.612  11.308
H  13.495  17.356  9.396
H  15.346  18.088  7.722
H  16.502  17.158  8.589
H  15.591  18.510  9.478
H  14.866  15.153  8.250
C  19.123  12.113  19.354
C  18.444  13.083  18.435
O  17.390  12.434  17.683
O  19.969  11.236  18.680
H  18.433  11.504  19.937
H  19.742  12.737  19.999
H  19.170  13.472  17.721
H  18.095  13.910  19.053
H  17.045  12.983  16.976
H  19.977  10.395  19.141
C  19.051  10.986  14.860
C  20.545  11.324  15.232
O  20.974  12.524  14.523
O  18.759  10.483  13.527
H  18.442  11.886  14.957
H  18.545  10.278  15.515
H  21.158  10.508  14.849
H  20.569  11.322  16.322
H  20.867  13.241  15.152
H  18.877  9.533  13.599
C  14.964  14.499  20.695
C  14.874  15.770  21.607
O  14.722  15.397  22.955
O  13.648  13.921  20.615
H  15.761  13.819  20.994
H  15.197  14.774  19.666
H  14.025  16.399  21.341
H  15.771  16.389  21.636
H  13.807  15.197  23.167
H  13.467  13.468  21.442
C  13.444  18.947  12.222
C  13.447  20.457  12.122
O  12.405  21.063  12.867
O  13.980  18.623  13.441
H  14.003  18.383  11.475
H  12.401  18.689  12.041
H  13.353  20.882  11.122
H  14.365  20.923  12.478
H  12.359  22.005  12.689
H  13.413  19.003  14.116
C  11.576  15.701  12.612
C  10.479  16.396  13.476
O  9.516  17.236  12.740
O  11.027  14.676  12.002
H  12.505  15.428  13.112
H  11.894  16.432  11.869
H  10.978  17.018  14.219
H  9.958  15.592  13.996
H  9.278  17.968  13.314
H  11.433  14.650  11.132
C  15.628  12.229  11.896
C  14.155  12.568  12.138
O  13.692  11.754  13.201
O  16.491  12.260  13.068
H  15.909  12.896  11.081
H  15.667  11.206  11.520
H  13.681  12.490  11.160
H  14.063  13.605  12.460
H  14.488  11.600  13.715
H  17.010  11.463  13.198
C  15.425  9.028  14.598
C  14.464  8.166  15.438
O  15.234  7.696  16.585
O  15.640  10.237  15.351
H  14.992  9.234  13.619
H  16.358  8.508  14.379
H  14.188  7.335  14.788
H  13.559  8.649  15.806
H  15.189  8.299  17.330
H  15.849  10.039  16.267
C  16.944  18.580  16.275
C  17.290  19.603  17.358
O  18.709  19.562  17.628
O  15.609  18.829  15.800
H  17.027  17.555  16.635
H  17.708  18.719  15.511
H  16.723  19.426  18.272
H  17.047  20.595  16.975
H  19.188  20.053  16.956
H  15.472  18.414  14.945
C  8.726  12.756  15.201
C  10.237  12.620  14.872
O  11.021  13.327  15.827
O  7.979  11.875  14.322
H  8.230  13.726  15.155
H  8.692  12.299  16.190
H  10.313  13.026  13.864
H  10.571  11.582  14.860
H  11.667  12.660  16.068
H  7.637  12.371  13.575
C  14.213  10.657  18.717
C  13.558  11.758  17.979
O  13.061  11.364  16.699
O  15.444  10.207  18.164
H  13.614  9.761  18.877
H  14.438  10.995  19.729
H  14.343  12.500  17.837
H  12.700  12.129  18.539
H  13.814  11.254  16.114
H  16.056  10.943  18.238
C  21.157  17.398  16.014
C  20.351  16.141  15.566
O  20.898  15.077  16.335
O  22.571  17.253  15.761
H  20.880  17.663  17.035
H  20.775  18.234  15.428
H  20.574  15.838  14.542
H  19.297  16.273  15.811
H  20.839  15.251  17.277
H  22.910  16.422  16.101

Atomic partial charges in e from the Mulliken method, atoms 1 to 6: -0.12, 1.55, -0.52, 1.14, 0.17, -0.54

***

Record 7
Density functional theory data (wB97M-V/def2-TZVPD) for a cluster of 2 separate species, C7H15ClF2OS in total.

Results
E = -1409.0408 Ha
SMILES = FC[C@H](F)CCl.CCSCCO

Atoms and positions in Å:
F  -1.375  -2.103  -1.238
C  -1.859  -1.101  -0.422
C  -3.314  -0.855  -0.748
F  -3.395  -0.302  -2.018
C  -3.985  0.142  0.186
Cl  -4.181  -0.523  1.828
H  -1.747  -1.404  0.623
H  -1.284  -0.185  -0.604
H  -3.858  -1.806  -0.753
H  -4.975  0.384  -0.201
H  -3.400  1.062  0.258
C  1.503  2.749  -0.166
C  0.539  1.627  0.202
S  0.966  0.008  -0.493
C  2.524  -0.323  0.376
C  2.889  -1.799  0.240
O  4.105  -2.095  0.898
H  1.588  2.848  -1.252
H  1.152  3.702  0.245
H  2.505  2.565  0.238
H  0.448  1.529  1.291
H  -0.462  1.842  -0.185
H  3.330  0.295  -0.039
H  2.416  -0.078  1.437
H  2.124  -2.414  0.720
H  2.926  -2.084  -0.822
H  4.820  -1.680  0.397

Atomic partial charges in e from the Mulliken method, atoms 1 to 6: -0.30, 0.21, 0.09, -0.32, -0.49, -0.19